Computed, not measured: a molecular structure, C39H58ClN4O3ReS in a non-equilibrium geometry, with ωB97M-V/def2-TZVPD.

XYZ file:
```
107
Properties=species:S:1:pos:R:3:forces:R:3
Re -0.24567 0.16093 0.16453 1.086 -0.117 -0.576
C -0.60526 -2.18874 2.13503 0.008 0.019 0.249
N -0.66408 -1.97111 0.67151 0.130 0.418 -0.109
C -2.00736 -2.35822 0.18388 -0.208 -0.002 -0.147
C 0.36727 -2.80461 0.00502 0.205 -0.009 -0.156
C 0.85821 -2.17921 -1.28733 -0.209 -0.251 -0.053
N 1.41324 -0.81530 -1.08437 -0.449 0.157 0.423
C 1.65853 -0.21532 -2.41751 0.004 0.202 -0.303
C 0.52006 0.48670 -3.14147 -0.336 -0.161 0.331
C 0.89858 1.14447 -4.30322 0.083 0.034 -0.090
C -0.01471 1.78909 -5.11718 -0.029 -0.020 0.013
C -1.35487 1.71426 -4.74479 0.094 0.038 -0.082
C -1.79937 1.07581 -3.59607 0.030 -0.232 0.450
C -0.82865 0.48262 -2.74363 0.302 0.417 -0.810
O -1.18780 -0.08270 -1.57170 -0.334 -0.115 0.780
C -3.30689 0.99181 -3.30320 -0.034 -0.008 0.045
C -3.67183 1.70851 -1.99233 0.044 -0.069 -0.142
C -4.12875 1.65687 -4.40999 -0.048 -0.043 0.041
C -3.73918 -0.48389 -3.23791 0.060 0.146 0.026
C 0.46298 2.54146 -6.35429 0.052 0.094 -0.086
C -0.69803 3.10227 -7.17989 0.064 -0.058 0.070
C 1.27979 1.60445 -7.25682 -0.058 0.054 0.027
C 1.34646 3.71721 -5.90516 -0.042 -0.080 -0.041
C 2.71437 -0.93606 -0.35914 0.244 -0.025 0.296
C 3.19741 0.28282 0.37658 -0.492 0.036 0.134
C 4.46526 0.78712 0.12135 0.123 0.036 -0.055
C 4.98930 1.81928 0.88092 0.009 -0.019 -0.043
C 4.18742 2.32441 1.90520 0.087 -0.007 -0.071
C 2.91171 1.86659 2.20154 -0.417 -0.259 -0.052
C 2.39577 0.81702 1.40033 0.894 0.370 -0.298
O 1.16209 0.30907 1.58272 -0.861 -0.227 -0.055
C 2.11569 2.46900 3.36603 -0.043 0.037 0.046
C 2.91953 3.55015 4.09250 -0.056 -0.032 0.013
C 1.76875 1.37575 4.39204 0.024 0.096 -0.114
C 0.82764 3.13520 2.85413 0.120 -0.041 0.014
C 6.38632 2.39213 0.65745 0.051 0.097 0.003
C 7.20989 2.24550 1.94716 -0.058 -0.021 -0.071
C 7.13127 1.67279 -0.46767 -0.049 0.033 0.048
C 6.26927 3.87985 0.28879 0.026 -0.101 0.031
H -0.71308 -3.25107 2.36582 -0.018 -0.013 -0.079
H -1.41034 -1.63412 2.61087 -0.011 -0.019 -0.047
H 0.34134 -1.81997 2.52543 0.013 -0.005 -0.068
H -2.20679 -3.40458 0.42598 0.069 0.006 0.066
H -2.06602 -2.21710 -0.89252 0.035 0.014 0.018
H -2.75887 -1.72969 0.65638 0.040 0.016 -0.003
H -0.03554 -3.79510 -0.21863 -0.037 -0.011 0.077
H 1.19169 -2.94114 0.70174 -0.062 -0.016 0.041
H 0.03750 -2.09907 -2.00009 0.036 0.023 -0.014
H 1.62180 -2.83143 -1.72377 0.047 0.067 -0.026
H 2.03057 -1.00963 -3.07551 0.055 -0.043 0.085
H 2.48254 0.49331 -2.31869 0.025 -0.052 0.066
H 1.95067 1.14503 -4.57341 0.001 0.005 0.025
H -2.09083 2.17556 -5.38428 0.089 -0.019 0.019
H -3.42974 2.77119 -2.06419 0.009 0.005 0.043
H -3.14873 1.27852 -1.14502 0.099 -0.052 0.150
H -4.74495 1.61964 -1.80727 0.021 0.015 -0.023
H -3.89402 2.71890 -4.50186 -0.043 -0.008 -0.042
H -5.18731 1.57346 -4.16014 0.000 -0.005 -0.012
H -3.97436 1.16943 -5.37396 -0.026 0.048 -0.022
H -3.23902 -0.99922 -2.42273 0.033 -0.069 0.053
H -3.50171 -0.99244 -4.17397 -0.012 -0.013 0.007
H -4.81711 -0.54815 -3.07468 0.014 -0.006 -0.015
H -1.35678 2.30616 -7.53201 -0.034 0.029 0.001
H -0.30066 3.61664 -8.05539 -0.007 0.007 -0.001
H -1.28512 3.82456 -6.60966 -0.035 -0.011 -0.018
H 0.68150 0.74229 -7.55627 0.019 -0.012 -0.009
H 2.18118 1.24272 -6.76076 -0.003 -0.013 -0.007
H 1.58610 2.13769 -8.15844 0.029 -0.020 0.001
H 0.78079 4.39206 -5.25867 0.025 0.020 0.009
H 1.68978 4.28138 -6.77445 0.016 0.011 0.017
H 2.22365 3.37050 -5.35571 -0.011 0.018 0.003
H 3.47978 -1.25968 -1.06997 -0.054 -0.041 -0.059
H 2.60722 -1.72878 0.38041 -0.043 -0.011 -0.080
H 5.04886 0.34000 -0.67480 -0.021 -0.010 0.017
H 4.59178 3.12227 2.51125 0.007 -0.031 -0.044
H 3.84226 3.15125 4.51738 0.009 0.045 0.004
H 2.31935 3.94499 4.91298 0.008 -0.002 0.005
H 3.16003 4.38199 3.42738 0.031 0.024 0.055
H 2.67941 0.92879 4.79516 -0.015 -0.013 0.007
H 1.16372 0.59399 3.94017 -0.033 -0.079 -0.008
H 1.20538 1.81048 5.22057 0.023 0.004 -0.004
H 1.05988 3.88759 2.09501 -0.021 0.000 -0.003
H 0.31725 3.63551 3.67980 0.000 -0.006 -0.016
H 0.14498 2.40569 2.43058 -0.097 -0.081 -0.084
H 7.27406 1.19638 2.24148 0.020 0.009 0.024
H 6.77060 2.80510 2.77303 0.003 -0.001 0.021
H 8.22234 2.62082 1.78885 -0.005 0.007 0.007
H 7.26769 0.61346 -0.24090 0.009 -0.006 -0.041
H 8.11981 2.11735 -0.58668 0.004 -0.009 -0.009
H 6.60883 1.76908 -1.42202 0.010 -0.026 -0.008
H 5.74337 4.44223 1.06101 0.008 0.027 0.000
H 5.72446 3.99738 -0.64905 -0.026 0.033 -0.019
H 7.26226 4.31694 0.16691 -0.013 0.003 0.003
Cl 2.97176 4.14276 -2.32307 0.089 0.021 -0.010
C 1.46141 3.82567 -1.56753 -0.179 -0.015 0.055
C 0.45142 4.77252 -1.53198 0.024 -0.111 0.026
C -0.73520 4.41478 -0.91551 0.020 0.067 -0.025
C -0.88592 3.14920 -0.38569 -0.136 -0.034 0.064
N 0.09107 2.22960 -0.43800 0.116 -0.077 0.021
C 1.25139 2.58187 -1.00584 0.125 0.120 -0.021
H 0.59551 5.75296 -1.96489 0.003 -0.005 -0.012
H -1.55411 5.11621 -0.84441 -0.012 -0.021 0.027
H -1.79786 2.87184 0.11521 -0.033 -0.041 -0.044
H 2.05877 1.87049 -1.00327 0.007 -0.053 0.073
O -3.06808 2.67432 1.96553 -0.084 -0.211 0.130
S -2.83280 1.24426 2.12205 0.652 0.133 -0.579
N -1.71229 0.65492 1.30365 -0.793 0.103 0.548
```
Forces are in eV/Å.

Spin multiplicity ... 4
Expectation value of S² ... 3.795
HOMO energy (spin up / spin down) ... -10.39 / -10.68 eV
Total charge ... +1
Relative energy (zero: lowest compared OMol25 entry of this formula, charge and spin) ... 0.0 kcal/mol
LUMO energy (spin up / spin down) ... -2.669 / -3.864 eV

---

Computed, not measured: a molecular structure, C39H59N4O2PS3Tl, with ωB97M-V/def2-TZVPD.

XYZ file:
```
109
Properties=species:S:1:pos:R:3:forces:R:3
Tl -0.25130 0.23699 -0.47821 -0.034 -0.015 -0.137
C -0.06635 -2.29772 3.70544 0.043 0.028 -0.016
C 1.03324 -1.71331 2.80861 -0.067 0.013 0.036
C 2.28490 -2.57942 2.89114 0.027 -0.029 -0.005
C 1.26757 -0.25278 3.15570 0.020 -0.009 -0.033
C 2.28987 0.14655 4.00725 -0.031 -0.011 0.019
C 2.45558 1.48069 4.35089 -0.002 0.013 -0.002
C 1.60672 2.44183 3.83429 0.003 0.003 0.007
C 0.57067 2.09479 2.97042 0.002 -0.027 -0.035
C -0.34458 3.16866 2.41345 0.009 0.010 -0.001
C -1.28983 3.69451 3.49668 0.003 -0.003 -0.001
C 0.44031 4.31684 1.77623 -0.021 0.006 0.001
C 0.41007 0.74108 2.66143 0.008 0.016 0.023
N -0.62177 0.33401 1.75240 0.040 0.002 0.004
C -1.84210 0.25101 2.15046 0.001 -0.015 0.013
C -2.99636 -0.18197 1.40515 -0.010 -0.003 -0.038
C -4.23028 0.07590 2.03850 -0.014 -0.004 0.007
C -5.42366 -0.35255 1.52012 0.003 -0.007 -0.002
C -5.40037 -1.10632 0.34156 0.002 0.005 0.002
C -4.22018 -1.39057 -0.30139 -0.016 -0.029 -0.014
C -2.97948 -0.92223 0.18371 -0.012 0.007 0.030
N -1.82181 -1.21648 -0.47699 0.050 0.150 0.015
C -1.77032 -2.25101 -1.45810 0.035 -0.049 0.002
C -2.01761 -1.97963 -2.81097 0.027 0.019 -0.018
C -1.86683 -3.00731 -3.73504 -0.004 0.014 0.003
C -1.49889 -4.27873 -3.33092 -0.001 -0.001 0.010
C -1.27156 -4.53702 -1.98969 -0.006 -0.016 -0.006
C -1.38890 -3.53450 -1.03378 -0.001 0.024 -0.009
C -1.14320 -3.84244 0.43058 0.002 0.000 -0.003
C 0.10605 -4.69557 0.64566 -0.009 -0.004 -0.012
C -2.37543 -4.51185 1.04703 0.009 0.003 0.003
C -2.42680 -0.59621 -3.27603 -0.030 -0.024 0.019
C -1.26578 0.11240 -3.97950 -0.006 -0.026 -0.005
C -3.66040 -0.62672 -4.17853 -0.001 0.006 0.005
H -0.27770 -3.33193 3.42977 0.004 -0.008 0.000
H -0.99717 -1.73537 3.63283 -0.036 0.001 0.003
H 0.25032 -2.28206 4.75047 0.008 0.001 -0.006
H 0.67980 -1.75447 1.77161 0.027 0.008 0.037
H 2.67423 -2.64060 3.90867 -0.006 0.011 0.015
H 3.06954 -2.20938 2.23172 0.015 0.005 0.014
H 2.04300 -3.59689 2.58263 0.015 0.026 -0.011
H 2.96221 -0.59307 4.42053 -0.001 -0.012 0.006
H 3.25044 1.76913 5.02671 0.006 -0.002 -0.005
H 1.74905 3.48097 4.10407 -0.003 -0.004 0.005
H -0.95588 2.72679 1.62593 -0.006 -0.008 -0.014
H -0.72726 4.16098 4.30784 0.000 0.000 0.000
H -1.88875 2.89240 3.93180 -0.002 0.003 -0.001
H -1.96962 4.44242 3.08413 0.003 -0.001 0.004
H 1.01422 4.87475 2.51796 -0.001 -0.001 0.000
H -0.24750 5.02021 1.30093 0.005 -0.007 0.001
H 1.13593 3.94856 1.02034 0.007 -0.005 -0.010
H -2.04191 0.52974 3.18835 -0.008 -0.001 -0.005
H -4.21644 0.62680 2.97228 -0.003 -0.001 -0.001
H -6.35616 -0.13761 2.02159 0.002 0.003 0.002
H -6.32799 -1.47652 -0.07690 0.001 -0.002 0.000
H -4.22664 -1.98409 -1.20601 -0.001 0.007 0.011
H -2.04422 -2.81177 -4.78539 -0.005 -0.005 -0.002
H -1.38882 -5.06979 -4.06122 -0.006 -0.001 0.001
H -0.98916 -5.53597 -1.68346 0.002 0.003 -0.004
H -0.99154 -2.88979 0.94324 -0.014 -0.020 -0.013
H 0.00063 -5.68797 0.20502 -0.005 -0.002 0.005
H 0.28051 -4.84014 1.71343 -0.003 -0.001 -0.002
H 0.98924 -4.22305 0.21100 -0.003 -0.004 0.009
H -2.57717 -5.46788 0.55855 0.001 0.001 0.000
H -3.26331 -3.88638 0.94081 -0.003 0.002 0.000
H -2.21768 -4.70294 2.11056 -0.003 -0.001 -0.001
H -2.69339 -0.01455 -2.39291 -0.003 -0.004 -0.029
H -0.98393 -0.42240 -4.88947 -0.006 0.000 -0.001
H -0.36797 0.15058 -3.35254 0.016 0.000 0.003
H -1.54355 1.13259 -4.25412 0.005 -0.001 0.009
H -3.46617 -1.15286 -5.11412 0.005 0.005 -0.008
H -3.96803 0.39022 -4.42933 -0.002 0.001 0.002
H -4.49729 -1.12120 -3.68360 0.002 -0.001 -0.004
C -3.52261 4.85914 -1.32363 0.000 -0.004 0.005
N -2.25708 4.62691 -2.00611 0.004 -0.007 -0.036
C -1.55178 3.49963 -1.91898 0.035 0.008 0.031
N -0.41682 3.42299 -2.62575 -0.034 0.037 -0.010
S -2.13608 2.22276 -0.95814 -0.048 0.046 0.053
H -3.82023 5.88713 -1.51106 -0.001 -0.002 -0.005
H -3.40688 4.70850 -0.25206 0.002 0.003 0.003
H -4.29533 4.18519 -1.69151 0.002 -0.003 0.002
H -1.94186 5.33445 -2.65047 0.008 0.003 0.011
H -0.03395 4.23335 -3.08462 -0.001 -0.001 -0.006
H 0.18558 2.62255 -2.51623 0.003 -0.006 -0.011
C 4.57462 1.96024 -3.17837 -0.003 -0.001 0.006
C 4.25416 0.48163 -3.20908 -0.004 -0.006 -0.001
C 3.07724 0.13138 -4.09296 0.003 -0.003 -0.009
O 4.08758 0.01016 -1.82690 -0.035 0.035 -0.055
P 2.80254 -0.11568 -0.93605 -0.035 -0.042 0.099
S 1.52534 -1.56103 -1.42386 0.059 0.021 0.025
S 1.79287 1.68837 -0.87520 -0.052 -0.100 0.049
O 3.37495 -0.44586 0.48129 0.052 0.006 -0.030
C 4.51473 0.14609 1.20267 0.025 0.009 -0.029
C 4.50011 1.65665 1.15187 0.012 0.006 0.017
C 5.80505 -0.47297 0.71011 0.007 -0.007 0.013
H 4.83807 2.29311 -4.18269 0.004 -0.001 0.001
H 5.41951 2.16001 -2.51991 -0.001 0.001 0.000
H 3.71542 2.53962 -2.83840 0.000 0.002 -0.002
H 5.13093 -0.07765 -3.53318 -0.001 -0.005 -0.007
H 2.17660 0.66867 -3.78925 -0.002 0.000 0.004
H 2.86792 -0.93659 -4.07813 -0.001 0.002 -0.002
H 3.31785 0.42239 -5.11597 0.001 0.001 0.000
H 4.31525 -0.17669 2.22315 -0.008 -0.023 0.000
H 4.67431 2.02576 0.13873 -0.005 0.000 0.003
H 5.30846 2.02654 1.78449 -0.004 0.006 -0.003
H 3.55942 2.05748 1.52808 -0.003 -0.001 0.002
H 6.09034 -0.08002 -0.26465 -0.010 -0.013 0.002
H 5.70860 -1.55598 0.63994 0.004 -0.002 0.011
H 6.60008 -0.24667 1.42158 0.002 0.013 -0.005
```
Forces are in eV/Å.

HOMO energy ... -10.14 eV
Total charge ... +1
LUMO energy ... -3.096 eV

---

Number 1: electronic energy -78972.3174 eV. Number 2: electronic energy -97944.2309 eV.